# 1
Below is a 8-piece molecular cluster, C36H84N4O8 overall in a non-equilibrium geometry, with properties calculated with the ωB97M-V functional and the def2-TZVPD basis.

Properties
Energy, eV: -61026.6039
Expectation value of S²: 0.751
HOMO-LUMO gap (spin up / spin down), eV: 2.0 / 7.9
Multiplicity: 2
Total charge: -1

Last column: Mulliken spin population.
Element x y z (Å)
C1 5.63724 -1.60415 -2.09661  0.249
C2 4.81031 -0.30990 -2.00852  -1.923
C3 3.41441 -0.73036 -1.40017  0.201
C4 3.35934 -0.85489 0.13842  -0.045
C5 3.92768 0.43794 0.78633  0.204
C6 5.40732 0.76553 0.38837  -0.388
N1 5.39640 0.68125 -1.14966  0.525
O1 6.58816 1.26270 -1.69439  -0.045
C7 5.64590 2.20992 0.88068  0.123
C8 6.48964 -0.20602 1.01269  0.070
C9 4.59913 0.10509 -3.49997  1.186
H1 4.95573 -2.35561 -2.49529  -0.011
H2 6.04970 -1.89811 -1.13144  0.082
H3 6.46625 -1.43971 -2.78494  -0.008
H4 2.56298 -0.15766 -1.76784  0.287
H5 3.15328 -1.72590 -1.75907  0.109
H6 3.90284 -1.72444 0.50799  0.016
H7 2.33752 -0.94446 0.50716  -0.008
H8 3.89211 0.29448 1.86627  0.032
H9 3.28820 1.29312 0.56761  0.003
H10 4.89276 2.48001 1.62091  -0.024
H11 6.60681 2.29183 1.38866  0.030
H12 5.80609 2.83463 0.00194  -0.030
H13 6.63685 0.01283 2.07030  -0.001
H14 6.11826 -1.20543 0.78608  0.005
H15 7.46892 -0.02878 0.56806  -0.007
H16 4.19648 -0.66029 -4.16341  0.022
H17 5.53304 0.50649 -3.89342  -0.045
H18 3.95013 0.95409 -3.71471  -0.137
H19 7.17074 0.49979 -1.68156  0.020
C10 0.35762 -3.38312 2.01647  -0.002
C11 -0.57098 -2.36607 2.80050  -0.064
C12 -2.11265 -2.66838 2.45002  0.006
C13 -2.74424 -3.79309 3.35844  -0.002
C14 -2.63502 -3.36381 4.81228  0.002
C15 -1.10523 -3.04475 5.27110  -0.015
N2 -0.36445 -2.31047 4.25966  0.022
O2 0.92890 -2.07285 4.60777  -0.002
C16 -1.19654 -2.08548 6.48515  0.003
C17 -0.44423 -4.38643 5.61025  0.002
C18 -0.31168 -0.99938 2.03780  0.057
H20 -0.07581 -3.63833 1.04946  0.016
H21 0.45789 -4.29416 2.60644  0.000
H22 1.33736 -2.93282 1.85698  -0.005
H23 -2.80405 -1.84319 2.62066  -0.001
H24 -2.30294 -2.94464 1.41292  0.003
H25 -2.18540 -4.71006 3.17143  0.000
H26 -3.76691 -3.98881 3.03604  0.000
H27 -3.23087 -4.08100 5.37683  0.000
H28 -3.25357 -2.46642 4.79857  0.000
H29 -0.24198 -2.06756 7.01106  0.001
H30 -1.49284 -1.06408 6.24628  -0.001
H31 -1.91199 -2.33942 7.26730  0.001
H32 0.62036 -4.42706 5.84067  0.000
H33 -0.85321 -4.87565 6.49427  0.000
H34 -0.62571 -4.97534 4.71117  0.000
H35 0.68327 -0.55754 2.09213  0.009
H36 -1.00328 -0.27919 2.47494  0.022
H37 -0.59342 -1.10626 0.99027  0.001
H38 0.91505 -1.13953 4.83208  -0.001
C19 -1.06662 -6.09915 -2.90045  0.018
C20 -1.71563 -4.75167 -2.43949  -0.062
C21 -0.55912 -3.85276 -1.87967  0.120
C22 0.14731 -3.10722 -3.03304  -0.148
C23 -0.78605 -2.22069 -3.87376  0.841
C24 -1.89726 -3.07093 -4.54060  -0.637
N3 -2.41304 -4.09136 -3.60702  0.082
O3 -3.44313 -4.89588 -4.09818  0.001
C25 -3.06309 -2.06040 -4.95412  0.091
C26 -1.19879 -3.69071 -5.77554  0.197
C27 -2.77966 -5.00458 -1.31204  0.003
H39 -1.81872 -6.88289 -2.80993  0.000
H40 -0.08295 -6.31493 -2.48340  -0.003
H41 -0.99791 -6.04045 -3.98670  0.001
H42 -0.92783 -3.22112 -1.07148  -0.002
H43 0.19790 -4.55236 -1.52528  0.023
H44 0.67317 -3.83380 -3.65244  0.072
H45 0.86509 -2.41597 -2.59140  -0.100
H46 -0.14364 -1.69456 -4.57987  -0.013
H47 -1.21537 -1.51658 -3.16101  0.007
H48 -3.86780 -2.65308 -5.38916  0.005
H49 -3.37922 -1.49099 -4.08009  -0.006
H50 -2.79231 -1.28046 -5.66579  -0.012
H51 -0.70453 -2.98448 -6.44266  -0.061
H52 -0.56828 -4.50915 -5.42812  -0.012
H53 -1.88343 -4.25634 -6.40755  0.008
H54 -3.07104 -4.09555 -0.78587  0.001
H55 -2.43159 -5.72668 -0.57346  0.001
H56 -3.65054 -5.53646 -1.69515  0.000
H57 -3.00630 -5.46023 -4.74028  -0.002
C28 -3.86105 6.81350 2.84653  -0.001
C29 -3.39135 7.02703 1.41825  -0.002
C30 -2.10366 7.88200 1.32491  0.001
C31 -0.77887 7.14922 1.65849  -0.004
C32 -0.70645 6.03199 0.64258  0.054
C33 -1.87528 4.96315 0.78229  -0.182
N4 -3.13408 5.69875 0.78271  0.008
O4 -4.19414 4.86228 0.76135  0.000
C34 -1.89654 4.06034 -0.54691  0.042
C35 -1.69616 4.11694 2.10204  0.104
C36 -4.50978 7.75184 0.70553  0.002
H58 -4.19387 7.77027 3.24893  0.000
H59 -3.02092 6.37466 3.38476  -0.001
H60 -4.69228 6.10910 2.87771  0.001
H61 -2.08514 8.48058 0.41416  -0.002
H62 -2.20405 8.53662 2.19065  -0.001
H63 -0.69508 6.71769 2.65592  0.001
H64 0.05554 7.83906 1.53212  0.003
H65 0.32719 5.71266 0.77564  0.021
H66 -0.76788 6.41739 -0.37516  0.013
H67 -0.85763 3.93318 -0.85121  0.045
H68 -2.33409 3.09911 -0.27731  0.015
H69 -2.53297 4.41851 -1.35608  -0.026
H70 -2.60446 3.54846 2.30181  0.008
H71 -0.84537 3.43558 2.09889  -0.037
H72 -1.67479 4.77104 2.97370  0.007
H73 -4.56161 8.83383 0.82682  0.000
H74 -5.49566 7.45407 1.06255  0.000
H75 -4.39858 7.59016 -0.36666  0.000
H76 -4.38067 4.77699 1.69919  0.000
O5 0.59976 0.99734 -4.00564  -2.113
H77 0.76407 0.27504 -4.61188  0.656
H78 1.43343 1.46530 -3.95831  0.719
O6 -0.26594 0.75154 -1.25306  0.331
H79 -0.00672 0.81868 -2.17204  0.158
H80 0.26487 1.41027 -0.80523  -0.051
O7 1.37436 2.56723 -0.24136  -0.157
H81 1.78626 2.58579 0.62248  0.062
H82 2.10662 2.59732 -0.85709  0.094
O8 -1.89686 1.98569 -3.49996  0.025
H83 -2.15658 1.48584 -2.72605  0.006
H84 -1.05058 1.61592 -3.75159  0.238

Cartesian forces (eV/Å) of the 3 atoms listed first:
C 0.204 0.265 -0.040
C -1.743 -1.576 -0.040
C -0.137 -0.598 0.469

=====

# 2
Below is a 3-piece molecular cluster, C3H13N2O3 overall in a non-equilibrium geometry, with properties calculated with the ωB97M-V functional and the def2-TZVPD basis.

Properties
Energy, eV: -12434.6669
HOMO-LUMO gap, eV: 6.7
Total charge: +1

Last column: Mulliken charge in e.
Element x y z (Å)
C1 0.35883 -0.84324 -2.01629  -0.761
C2 -0.40669 -1.24282 -0.84237  0.001
C3 0.23994 -1.46821 0.46442  0.260
N1 0.11704 -2.80511 0.95621  -0.560
O1 -0.26659 -0.50348 1.48703  -0.591
N2 0.60920 0.61734 -2.06648  -0.317
H1 1.32313 -1.36850 -1.99884  0.441
H2 -0.18867 -1.11566 -2.91800  0.320
H3 1.29772 -1.23227 0.38957  0.260
H4 -1.39219 -1.67351 -1.05339  0.422
H5 -0.70234 -3.29210 0.62681  0.262
H6 0.05334 -2.79680 1.96725  0.302
H7 -0.08601 1.15104 -1.52230  0.255
H8 -1.15476 -0.29015 1.17902  0.318
H9 1.51833 0.85100 -1.65897  0.325
H10 0.41532 2.57182 2.77220  0.319
H11 0.22172 1.21998 1.90486  0.411
O2 0.26891 2.20841 1.87856  -0.689
H12 -0.48880 2.81562 0.35702  0.378
H13 -1.11911 3.64231 -0.79170  0.320
O3 -0.74315 2.77418 -0.58168  -0.675

Cartesian forces (eV/Å) of the 3 atoms listed first:
C -0.689 -0.326 -0.954
C 1.019 -1.022 -1.125
C 0.566 1.002 2.474

=====

# 3
Below is a 2-piece molecular cluster, C32H41NO3 overall in a non-equilibrium geometry, with properties calculated with the ωB97M-V functional and the def2-TZVPD basis.

Properties
Energy, eV: -41480.9982
HOMO-LUMO gap, eV: 6.8

Last column: Mulliken charge in e.
Element x y z (Å)
C1 2.50958 -3.74112 -1.15389  -1.253
C2 1.26685 -2.92387 -1.34623  -0.175
O1 1.01540 -2.29303 -0.07284  -0.052
C3 -0.08916 -1.51043 -0.10409  -0.728
C4 -0.18658 -0.67165 1.10064  2.614
C5 -1.41041 0.09190 1.25575  0.118
O2 -1.95812 0.17900 2.37722  -0.697
C6 -2.02000 0.87901 0.10104  -0.025
C7 -3.24285 0.21451 -0.55978  -0.925
C8 -4.31562 -0.35864 0.38785  -0.922
C9 -4.48935 -1.88903 0.30305  -0.772
C10 -4.47168 -2.61543 1.66542  -0.783
C11 -3.60363 -3.87542 1.65857  -1.391
C12 -2.10422 -3.57495 1.56235  0.673
C13 -1.48059 -2.99946 2.83163  -0.570
C14 0.03295 -2.72022 2.70775  -1.021
C15 0.42632 -1.26755 2.35951  -1.502
O3 -0.84636 -1.54945 -1.06669  -0.646
H1 2.64089 -4.38151 -2.03134  0.420
H2 3.39189 -3.09900 -1.05110  0.222
H3 2.42251 -4.37413 -0.26198  0.295
H4 1.39269 -2.13580 -2.10221  0.123
H5 0.40437 -3.54497 -1.61910  0.408
H6 -2.32497 1.86132 0.50491  0.603
H7 -1.25336 1.03987 -0.67357  -0.827
H8 -3.72698 0.98807 -1.17526  0.492
H9 -2.83591 -0.54991 -1.23732  0.375
H10 -4.11837 -0.02497 1.41642  0.492
H11 -5.28854 0.08098 0.09755  0.546
H12 -5.46659 -2.07592 -0.17257  0.555
H13 -3.74417 -2.31469 -0.38134  0.361
H14 -4.13510 -1.93000 2.45560  0.339
H15 -5.50917 -2.88845 1.90282  0.417
H16 -3.80818 -4.46156 2.55983  0.409
H17 -3.86894 -4.49591 0.79450  0.362
H18 -1.56663 -4.50679 1.32011  0.440
H19 -1.90913 -2.89882 0.71478  -0.573
H20 -1.99132 -2.07254 3.13798  0.118
H21 -1.65558 -3.73032 3.64456  0.542
H22 0.46915 -2.92763 3.69284  0.490
H23 0.51651 -3.40821 1.99746  0.289
H24 1.52074 -1.23837 2.26220  0.325
H25 0.13838 -0.61306 3.19582  0.552
C16 -0.72943 5.19867 1.95004  -1.014
N1 0.01387 4.24967 1.14288  0.166
C17 0.10238 2.91994 1.39824  -1.303
C18 1.00063 2.31448 0.48571  -0.250
C19 1.35886 0.94051 0.47908  -0.208
C20 2.01794 0.44842 -0.72560  1.384
C21 1.46731 0.79363 -1.97552  0.388
C22 2.10123 0.46167 -3.16459  -1.239
C23 3.35863 -0.15799 -3.14081  1.386
C24 4.12319 -0.29710 -4.41451  -1.529
C25 3.87723 -0.59450 -1.91107  -1.237
C26 3.20417 -0.32660 -0.72476  -0.565
C27 1.51350 3.41507 -0.35467  0.639
C28 2.56249 3.56488 -1.25625  -0.011
C29 2.90186 4.84772 -1.71855  -1.000
C30 2.23046 5.99345 -1.26791  -0.624
C31 1.17998 5.86852 -0.34665  -0.880
C32 0.85390 4.59009 0.07610  -0.182
H26 -0.93622 6.08312 1.33811  0.339
H27 -1.65852 4.71994 2.29146  0.372
H28 -0.16931 5.51920 2.84404  0.287
H29 -0.46188 2.45268 2.20069  0.722
H30 1.68904 0.53044 1.44778  0.881
H31 0.53690 1.36374 -1.99695  0.245
H32 1.66349 0.76398 -4.12077  0.394
H33 5.07930 -0.79917 -4.23471  0.416
H34 3.55969 -0.84503 -5.18394  0.323
H35 4.34033 0.70168 -4.82447  0.298
H36 4.84718 -1.09766 -1.89776  0.358
H37 3.61343 -0.65758 0.23438  0.253
H38 3.14580 2.70312 -1.56985  0.469
H39 3.73198 4.95221 -2.42506  0.391
H40 2.53556 6.97609 -1.63648  0.372
H41 0.61831 6.73092 0.00352  0.243

Cartesian forces (eV/Å) of the 3 atoms listed first:
C 0.329 -0.277 -0.139
C -0.025 -0.076 0.189
O -0.367 0.315 -0.440

=====

The highest energy belongs to which entry?
C3H13N2O3

=====

Please write out number 2 again, unchanged.
Below is a 3-piece molecular cluster, C3H13N2O3 overall in a non-equilibrium geometry, with properties calculated with the ωB97M-V functional and the def2-TZVPD basis.

Properties
Energy, eV: -12434.6669
HOMO-LUMO gap, eV: 6.7
Total charge: +1

Last column: Mulliken charge in e.
Element x y z (Å)
C1 0.35883 -0.84324 -2.01629  -0.761
C2 -0.40669 -1.24282 -0.84237  0.001
C3 0.23994 -1.46821 0.46442  0.260
N1 0.11704 -2.80511 0.95621  -0.560
O1 -0.26659 -0.50348 1.48703  -0.591
N2 0.60920 0.61734 -2.06648  -0.317
H1 1.32313 -1.36850 -1.99884  0.441
H2 -0.18867 -1.11566 -2.91800  0.320
H3 1.29772 -1.23227 0.38957  0.260
H4 -1.39219 -1.67351 -1.05339  0.422
H5 -0.70234 -3.29210 0.62681  0.262
H6 0.05334 -2.79680 1.96725  0.302
H7 -0.08601 1.15104 -1.52230  0.255
H8 -1.15476 -0.29015 1.17902  0.318
H9 1.51833 0.85100 -1.65897  0.325
H10 0.41532 2.57182 2.77220  0.319
H11 0.22172 1.21998 1.90486  0.411
O2 0.26891 2.20841 1.87856  -0.689
H12 -0.48880 2.81562 0.35702  0.378
H13 -1.11911 3.64231 -0.79170  0.320
O3 -0.74315 2.77418 -0.58168  -0.675

Cartesian forces (eV/Å) of the 3 atoms listed first:
C -0.689 -0.326 -0.954
C 1.019 -1.022 -1.125
C 0.566 1.002 2.474

=====

energy of number 3 (C32H41NO3)?
-41480.9982 eV

=====

Which value of energy does entry 3 give?
-41480.9982 eV